# C18H37O3P3Re

A molecular structure, C18H37O3P3Re (the ωB97M-V functional and the def2-TZVPD basis, the Open Molecules 2025 dataset).

Atoms and positions in Å:
H: 5.76395 -0.30157 -0.35998
C: 3.86803 -1.66214 1.65190
H: 0.94420 4.93896 -1.34228
H: -3.83695 -4.00969 2.07404
H: -1.62478 -1.57466 -2.26484
C: -2.78908 4.34187 -1.43129
O: 0.55506 -1.73829 1.43097
H: -4.13410 -2.15513 -0.58637
H: -3.63331 -3.49018 -1.66292
C: 5.08536 -2.94635 -0.49803
P: 3.74179 -1.71729 -0.19178
C: -1.82259 0.81013 -0.21244
C: 0.33693 -0.83847 2.53788
H: 3.08803 -2.31701 2.06331
H: -2.55611 0.46199 -3.37203
H: 0.80094 -1.72177 -1.77734
H: -2.00608 4.08244 1.45645
H: 0.10499 -1.35782 3.48549
H: 4.53453 0.07408 -1.62150
C: -3.80853 -3.20427 -0.61696
H: -0.50400 -0.18146 2.28351
C: 1.02780 1.45060 -0.14472
H: -2.82369 4.09133 -2.50097
P: -2.22475 -3.32027 0.32463
C: -1.19915 4.57084 0.89131
H: -1.25659 -5.47668 0.92871
H: -1.06210 2.35891 -3.95069
O: -2.66368 0.76170 0.59195
H: -3.25998 -2.31633 2.26809
C: -0.09484 5.08317 -1.66484
H: -2.94076 5.42134 -1.28469
C: 1.26295 0.17512 -2.73127
H: -1.38639 5.65274 0.82585
H: -0.23285 4.38372 1.37845
Re: -0.30255 0.89847 -1.54857
C: 0.40982 -0.86832 -2.31858
H: 5.43575 -2.87229 -1.53710
P: -1.14385 3.87106 -0.78880
H: 2.31792 0.09972 -2.50357
H: -0.43518 6.09510 -1.40574
H: -2.82599 -5.71754 0.07538
H: -1.35034 -5.24380 -0.83369
C: -1.48582 0.37131 -3.22068
H: -2.19680 -3.66696 2.73876
C: 0.73981 1.33579 -3.31833
H: 4.67590 -3.95361 -0.34809
H: 4.85880 -2.01262 1.98710
H: -4.57580 -3.84845 -0.16660
H: 3.68210 -0.64171 2.01258
H: -0.17636 4.91786 -2.74854
C: -2.95781 -3.34528 2.01788
H: 1.38583 2.17688 -3.52970
C: -0.64385 1.44668 -3.54432
H: -3.55805 3.77476 -0.88408
C: 4.68720 -0.16755 -0.55918
C: -0.96772 -0.77634 -2.59319
C: -1.90083 -5.12308 0.11178
O: 1.76451 1.76817 0.70065
H: 5.91826 -2.77368 0.19992
H: 0.58617 -2.64935 1.78826
H: 1.23539 -0.21816 2.67277
H: 4.28382 0.65539 0.05092

Cartesian forces (eV/Å) of the 6 atoms listed first:
-0.4 -0.3 0.0
-1.7 -0.1 0.2
-0.1 0.3 -0.2
0.4 0.1 -0.5
-0.1 0.2 -0.1
-0.1 -1.1 -0.1

Output
LUMO level (spin up / spin down) ... -13.2 / -14.9 eV
DFT total energy ... -55359.9797 eV
2S+1 ... 4
Orbital gap (spin up / spin down) ... 7.8 / 6.1 eV
Expectation value of S² ... 3.7667
Total charge ... +4
Highest occupied orbital energy (spin up / spin down) ... -21.045 / -21.034 eV

These are the Mulliken partial charges, in e, on atoms 1 to 2:
1. H 0.41
2. C -1.01